2 unconnected molecules or ions with the total composition C4H7ClFNO4 at a distorted geometry, computed with ωB97M-V with the def2-TZVPD basis set.

## Properties
Spin multiplicity: 1
HOMO (spin up / spin down): -8.595 / -9.423 eV
Electronic energy: -1072.16973 a.u.
LUMO (spin up / spin down): -2.13 / -0.59 eV
Relative energy (zero: lowest compared OMol25 entry of this formula, charge and spin): 45.7 kcal per mole

Structure (XYZ):
```
18
Properties=species:S:1:pos:R:3:forces:R:3
Cl 2.25541 1.84780 -0.45445 0.2580 0.3011 -0.1844
F 2.49265 -0.19771 1.04943 0.0927 0.1511 -0.1573
O 0.16544 -1.37639 -1.85340 0.2540 -0.5233 -0.2083
O -0.47034 -0.80894 2.17481 -0.0683 -0.1793 0.2902
O -0.09773 1.72355 1.60102 0.1904 -0.0619 0.5146
O -0.43547 -2.25915 0.56617 -0.0507 -0.3195 0.1484
N -0.51026 -1.09450 0.97462 0.0369 -0.2306 0.1757
C 2.10538 0.22381 -0.13861 -1.2633 -0.6973 0.4767
C -0.85740 1.32391 0.49823 -0.4414 0.0478 0.2232
C -0.63028 -0.08351 0.04291 1.0627 0.9283 -0.8703
C -0.82562 -0.49575 -1.38950 -0.2784 -0.2020 0.2005
H 2.02498 -0.52891 -0.91283 0.1464 0.1760 -0.0545
H -1.93952 1.45518 0.71049 0.1677 -0.0280 -0.1428
H -0.79027 0.38186 -2.03761 -0.0682 0.0131 0.1727
H -1.82031 -0.96394 -1.49228 0.0861 0.1571 -0.0058
H -0.60516 2.01237 -0.31817 -0.0955 -0.2521 0.0275
H 0.10410 -2.17528 -1.29482 -0.0174 0.3840 -0.1990
H -0.16560 1.01561 2.27400 -0.0116 0.3356 -0.4070
```
Positions in Å, forces in eV/Å.

Atomic partial charges in e from the Mulliken method, atoms 1 to 8: Cl -0.070; F -0.159; O -0.546; O -0.751; O -0.490; O -0.755; N 1.255; C 0.158